[1]
# C10H11NO

The molecule C10H11NO in a non-equilibrium geometry (wB97M-V/def2-TZVPD, the Open Molecules 2025 dataset).

For the LUMO energy (spin up / spin down), the calculation gives -0.226 / -0.210 eV. As for the largest force on an atom: 7.57 eV Å⁻¹. Its energy above the lowest of the compared OMol25 structures with the same formula, charge and spin is 11.0356 eV.

Atoms and positions in Å:
C1 -0.76909 -0.23360 -2.09573
C2 -0.07777 -1.22806 -2.70375
C3 1.40678 -1.74307 -0.72498
C4 1.26418 -0.24250 -0.88013
C5 -0.07970 0.40531 -1.00136
C6 1.29204 -1.26959 -2.14898
C7 -0.79440 1.01503 0.55901
C8 0.44793 -2.72064 -0.06217
C9 -0.10366 2.43971 2.66367
C10 0.30794 1.54661 1.50680
N1 1.95274 -0.07100 -2.03353
O1 -2.04508 1.35753 0.70595
H1 -1.81421 0.08988 -2.57169
H2 -0.26422 -2.00225 -3.46948
H3 0.89273 -3.48939 0.61679
H4 -0.04988 -3.32971 -0.84461
H5 -0.26403 -2.08315 0.55343
H6 -1.03922 2.01447 2.99552
H7 -0.27895 3.51076 2.45806
H8 0.54921 2.35216 3.58500
H9 0.89862 0.64928 1.95960
H10 1.17141 2.00597 0.97127
H11 -2.60339 1.02626 -0.03870

[2]
# N2O4S3

N2O4S3 as an isolated structure in a non-equilibrium geometry (wB97M-V/def2-TZVPD, the Open Molecules 2025 dataset).

For the LUMO energy (spin up / spin down), the calculation gives -3.360 / -6.663 eV. As for the largest force on an atom: 4.21 eV Å⁻¹. As for the expectation value of S²: 2.035. As for the multiplicity: 3. Its energy above the lowest of the compared OMol25 structures with the same formula, charge and spin is 0.0000 eV.

Atoms and positions in Å:
N1 1.01140 0.53906 0.37218
N2 -1.43020 0.06607 -0.77287
O1 3.49414 0.82936 0.49500
O2 -3.28055 1.41169 0.00172
O3 -0.50137 -1.33805 1.02615
O4 0.57424 -1.49453 -1.27562
S1 2.40472 -0.00660 -0.03758
S2 -2.14045 0.73040 0.44968
S3 -0.13193 -0.73740 -0.25865

[3]
# C18H27Cl2N2O4Pb

C18H27Cl2N2O4Pb as an isolated structure in a non-equilibrium geometry (wB97M-V/def2-TZVPD, the Open Molecules 2025 dataset).

For the LUMO energy (spin up / spin down), the calculation gives 1.838 / 1.838 eV. As for the largest force on an atom: 3.60 eV Å⁻¹. Its energy above the lowest of the compared OMol25 structures with the same formula, charge and spin is 0.2021 eV. Its total charge is -1.

Atoms and positions in Å:
O1 1.35584 -1.47039 -0.08125
C1 2.52821 -1.03637 0.02534
C2 3.69882 -1.78019 -0.45975
C3 3.62065 -2.84509 -1.39727
H1 2.64018 -3.12340 -1.78845
C4 4.78245 -3.48562 -1.83165
H2 4.73322 -4.24265 -2.61785
C5 6.01711 -3.15567 -1.26606
H3 6.92288 -3.68331 -1.57301
C6 6.09981 -2.09530 -0.34980
H4 7.06447 -1.79602 0.06045
C7 4.95491 -1.41402 0.05329
H5 4.98293 -0.58959 0.77462
H6 2.70452 -0.05281 0.51457
C8 0.06269 -1.69866 3.20278
C9 -0.85409 -0.64692 2.75427
H7 -0.02898 -1.89760 4.28407
H8 1.10501 -1.41239 2.98563
H9 -0.14223 -2.62886 2.64643
C10 -1.82917 0.00114 3.35883
C11 -2.34763 -0.26621 4.76726
H10 -2.38904 0.81273 2.86803
H11 -1.64937 -0.90552 5.32769
H12 -3.33116 -0.76170 4.74618
H13 -2.48835 0.67470 5.31888
Pb1 -0.70235 -0.35321 0.25597
Cl1 -1.62592 -2.71859 -0.68691
Cl2 0.94598 1.99366 0.51752
H14 0.43091 -1.24081 -4.27376
H15 -1.31888 -2.42543 -5.11691
C12 -0.06755 -0.99444 -3.33061
C13 -2.00857 -2.19669 -4.29878
N1 -1.50218 -1.04444 -3.57465
H16 0.21897 0.01081 -3.00576
C14 -2.35898 -0.27221 -2.88137
O2 -2.05869 0.40277 -1.87907
H17 -2.99363 -1.94622 -4.70777
H18 -3.38707 -0.28176 -3.29551
H19 0.22554 -1.73197 -2.56965
H20 -2.09303 -3.08033 -3.64646
H21 -3.37997 5.86777 1.06746
H22 -1.32729 6.11141 -0.62445
C15 -2.74148 5.13728 1.58386
C16 -0.84195 5.36263 0.01956
N2 -1.83461 4.50292 0.64468
H23 -3.35940 4.38020 2.06990
C17 -1.87760 3.17486 0.42750
O3 -2.64906 2.38245 0.97814
H24 -0.16817 4.73556 -0.56955
H25 -1.10298 2.84064 -0.29016
H26 -2.16532 5.70491 2.32807
H27 -0.27422 5.90525 0.78843
O4 -4.66853 -0.33346 0.85335
C18 -3.52762 -0.39382 0.89372

[4]
# C29H30O5

A 2-piece molecular cluster, C29H30O5 overall in a non-equilibrium geometry (wB97M-V/def2-TZVPD, the Open Molecules 2025 dataset).

For the LUMO energy, the calculation gives -1.609 eV. As for the largest force on an atom: 1.29 eV Å⁻¹. Its energy above the lowest of the compared OMol25 structures with the same formula, charge and spin is 1.7347 eV.

Atoms and positions in Å:
C1 -5.37412 -1.37653 -2.93048
C2 -4.24905 -0.38876 -2.78387
O1 -3.04399 -1.15248 -2.57485
C3 -1.92901 -0.38418 -2.32523
C4 -0.77133 -1.25405 -2.30540
C5 0.56108 -0.79623 -2.48692
C6 1.56626 -1.85437 -2.88831
O2 0.90988 0.38237 -2.31857
O3 -2.01374 0.81912 -2.10390
H1 -6.31827 -0.84162 -3.05672
H2 -5.21419 -2.00748 -3.81118
H3 -5.45110 -2.01958 -2.04790
H4 -4.12912 0.20307 -3.70362
H5 -4.42044 0.27875 -1.92847
H6 -0.99033 -2.30542 -2.48028
H7 1.10216 -2.83524 -3.03767
H8 2.05180 -1.54445 -3.82116
H9 2.34179 -1.94096 -2.11917
C7 2.72246 6.84478 1.92918
O4 1.72889 6.32571 1.01222
C8 1.55403 4.97591 0.96806
C9 0.51888 4.48949 0.13253
C10 0.26256 3.13463 0.06698
C11 1.04145 2.21517 0.80453
C12 0.73484 0.79253 0.79153
C13 -0.60262 0.37377 0.64505
C14 -1.00310 -0.93022 0.45497
C15 -2.37226 -1.36743 0.60427
C16 -2.67607 -2.74850 0.61804
C17 -3.98530 -3.18880 0.75963
C18 -5.03125 -2.26399 0.89597
C19 -4.74770 -0.89365 0.88922
C20 -3.43634 -0.44644 0.75757
C21 1.83126 -0.16730 0.89609
C22 3.02534 0.06294 0.17228
C23 4.06422 -0.83294 0.20068
C24 3.98063 -1.97040 1.03813
O5 5.04363 -2.82035 1.00911
C25 5.06002 -3.92586 1.93850
C26 2.82267 -2.18485 1.82497
C27 1.75007 -1.31560 1.70430
C28 2.10699 2.71093 1.58874
C29 2.35554 4.06807 1.70393
H10 2.70532 7.91970 1.74813
H11 2.45072 6.62721 2.97328
H12 3.72065 6.43486 1.71439
H13 -0.06782 5.20632 -0.43358
H14 -0.51533 2.74850 -0.58931
H15 -1.34724 1.16769 0.66145
H16 -0.25395 -1.71567 0.34518
H17 -1.84772 -3.45393 0.49957
H18 -4.19583 -4.26085 0.76302
H19 -6.06072 -2.60796 1.01957
H20 -5.55031 -0.15939 0.98812
H21 -3.22312 0.62297 0.74729
H22 3.09437 0.94683 -0.46170
H23 4.95977 -0.69000 -0.40280
H24 5.98359 -4.45161 1.69610
H25 5.08660 -3.56857 2.97847
H26 4.19172 -4.58431 1.79235
H27 2.76402 -3.04373 2.49609
H28 0.84130 -1.50477 2.27573
H29 2.72692 2.02001 2.15839
H30 3.15994 4.42714 2.34749

[5]
# C3H5N3

The molecule C3H5N3 in a non-equilibrium geometry (wB97M-V/def2-TZVPD, the Open Molecules 2025 dataset).

For the LUMO energy, the calculation gives 0.706 eV. As for the largest force on an atom: 1.19 eV Å⁻¹. Its energy above the lowest of the compared OMol25 structures with the same formula, charge and spin is 0.8800 eV. The structure (SMILES) is [H]/N=C(\C#N)NC.

Atoms and positions in Å:
H1 -2.50915 1.37931 -0.14049
N1 -1.54370 1.52219 0.13553
C1 -0.83574 0.46449 0.02595
C2 -1.34734 -0.79852 -0.51706
N2 -1.81083 -1.75992 -0.96437
N3 0.45374 0.45484 0.46970
C3 1.50878 -0.47065 0.11373
H2 0.71920 1.38017 0.77797
H3 1.08675 -1.45074 -0.12253
H4 2.09772 -0.12841 -0.74716
H5 2.18057 -0.59276 0.96873

[6]
# C6H9NS

C6H9NS as an isolated structure in a non-equilibrium geometry (wB97M-V/def2-TZVPD, the Open Molecules 2025 dataset).

For the LUMO energy, the calculation gives -0.147 eV. As for the largest force on an atom: 4.57 eV Å⁻¹. Its energy above the lowest of the compared OMol25 structures with the same formula, charge and spin is 3.5980 eV.

Atoms and positions in Å:
C1 -0.75824 -0.28834 -1.91155
C2 0.25953 -0.70459 -0.64251
C3 1.18771 0.25972 0.10642
C4 0.99527 -0.62927 1.25801
C5 -1.00443 0.43771 0.93874
C6 0.12658 1.30196 0.38860
H1 -0.09494 -0.42379 -2.80165
H2 -1.07543 0.79713 -1.82858
H3 -1.52163 -1.04462 -1.82740
H4 0.70831 -1.67777 -0.92599
H5 2.12303 0.81565 -0.17660
H6 1.14474 -0.26789 2.35767
H7 1.50176 -1.64865 1.29450
H8 -1.95324 0.46894 0.55021
H9 -0.93375 0.51555 2.05646
N1 -0.44090 -0.84807 0.79773
S1 -0.26437 2.93635 0.36595

no.,DFT total energy (Eh)
1,-517.26702
2,-1604.76198
3,-2225.84525
4,-1499.18386
5,-281.55771
6,-686.83059